# 1
Computed, not measured: 6 unconnected molecules or ions with the total composition C53H46F16IN2O7 in a non-equilibrium geometry, with ωB97M-V/def2-TZVPD.

CARTESIAN COORDINATES (ANGSTROEM)
C1 -0.96811 -1.93510 -0.69947
C2 -0.71364 -1.59914 -1.98999
C3 -1.14189 -0.24775 -2.46309
C4 -2.46115 -0.09259 -2.76428
C5 -3.41279 -1.25537 -2.55673
C6 -3.19835 -2.37677 -3.57127
O1 -2.25676 -2.46456 -4.29791
I1 -4.79426 -3.83979 -3.64370
C7 -2.92859 1.11652 -3.25218
O2 -4.19944 1.29256 -3.59170
C8 -4.69953 0.37609 -4.62131
C9 -4.89330 1.00008 -5.99962
C10 -5.15210 -0.19955 -6.94485
O3 -6.01050 1.85233 -6.08454
C11 -2.01365 2.15208 -3.36217
N1 -2.35269 3.47801 -3.79273
C12 -2.95916 4.23114 -2.73849
O4 -3.30552 3.74274 -1.69324
F1 -3.07657 5.51568 -2.96728
C13 -3.08576 3.54343 -5.02502
O5 -2.53972 3.42342 -6.08330
F2 -4.36861 3.78804 -4.90961
C14 -0.71621 1.96120 -3.05303
C15 0.24649 3.11727 -3.20467
C16 0.83841 2.99905 -4.61208
O6 1.92237 3.90378 -4.76529
C17 2.57312 3.71516 -5.95976
O7 3.15818 2.70537 -6.23697
N2 -0.28218 0.76725 -2.62202
C18 1.14415 0.62710 -2.28888
C19 1.32846 1.19792 -0.85701
C20 2.79000 1.47558 -0.54182
F3 3.42743 0.28584 -0.54829
F4 3.33036 2.21875 -1.52881
C21 3.00752 2.11999 0.86384
F5 3.98112 1.55255 1.54518
F6 1.87599 1.84610 1.56351
C22 3.12718 3.65593 0.84093
F7 2.12743 4.14381 0.08385
F8 2.93912 4.13498 2.06048
C23 4.49788 4.21777 0.29039
F9 5.01026 5.04129 1.18195
F10 5.36418 3.27210 -0.02046
F11 4.27233 4.92900 -0.80822
H1 -1.51508 -2.85178 -0.51792
H2 -0.70525 -1.30880 0.14717
H3 -0.26059 -2.31898 -2.65645
H4 -4.43966 -0.90287 -2.63550
H5 -3.28567 -1.61549 -1.53834
H6 -5.69496 0.07217 -4.28904
H7 -4.06985 -0.49853 -4.76044
H8 -3.97986 1.46187 -6.37730
H9 -5.42075 0.16162 -7.93137
H10 -4.20789 -0.75654 -6.99762
H11 -5.87743 -0.89350 -6.51570
H12 -6.54855 1.81327 -5.29025
H13 1.03575 3.10185 -2.45777
H14 -0.26612 4.06603 -3.10006
H15 1.22976 1.98901 -4.78391
H16 0.04918 3.15703 -5.35612
H17 2.56847 4.54710 -6.67970
H18 1.77731 1.12648 -3.01373
H19 1.44841 -0.41547 -2.24350
H20 0.98264 0.41433 -0.18198
H21 0.70563 2.07220 -0.67406
F12 -0.33584 -4.39165 -1.67808
C24 0.55559 -5.35713 -2.02543
C25 1.63965 -5.01898 -2.80872
C26 2.55070 -6.00527 -3.15781
C27 2.35920 -7.31083 -2.72810
C28 1.25913 -7.63123 -1.94422
C29 0.35061 -6.64689 -1.58409
H22 1.76816 -3.99617 -3.14084
H23 3.40952 -5.75456 -3.76548
H24 3.06858 -8.07904 -3.00469
H25 1.10761 -8.64926 -1.61243
H26 -0.50861 -6.87488 -0.96688
F13 -2.76550 -2.05524 1.63224
C30 -2.29897 -2.07425 2.90761
C31 -1.47908 -1.05380 3.33115
C32 -0.99328 -1.07358 4.62968
C33 -1.32758 -2.11304 5.48516
C34 -2.15665 -3.13512 5.03973
C35 -2.64904 -3.11591 3.74178
H27 -1.21684 -0.25460 2.64793
H28 -0.34656 -0.27520 4.96881
H29 -0.93970 -2.12963 6.49449
H30 -2.41687 -3.95011 5.70060
H31 -3.29947 -3.90131 3.37838
F14 10.52983 4.04704 5.56904
C36 9.38502 4.47210 5.00729
C37 9.12113 4.14827 3.69101
C38 7.93678 4.58427 3.11505
C39 7.04024 5.34292 3.85571
C40 7.32473 5.66269 5.17640
C41 8.50269 5.22116 5.76081
H32 9.83671 3.56279 3.12888
H33 7.71398 4.33215 2.08641
H34 6.11945 5.68507 3.40265
H35 6.62857 6.25715 5.75284
H36 8.73912 5.45275 6.79087
F15 2.02601 -3.79996 5.57348
C42 2.97163 -2.93537 5.16254
C43 4.09250 -2.73437 5.94441
C44 5.06636 -1.84168 5.51267
C45 4.90395 -1.15653 4.31498
C46 3.76841 -1.37367 3.54787
C47 2.80178 -2.26693 3.96718
H37 4.19797 -3.27017 6.87845
H38 5.95130 -1.68014 6.11312
H39 5.66019 -0.45708 3.98330
H40 3.62506 -0.84325 2.61538
H41 1.91752 -2.44359 3.36739
F16 -5.40840 -3.14703 6.22107
C48 -6.46222 -2.69535 5.51310
C49 -7.73955 -2.93696 5.97754
C50 -8.82138 -2.46592 5.24777
C51 -8.61383 -1.77115 4.06329
C52 -7.32213 -1.54210 3.60971
C53 -6.23655 -2.00233 4.34091
H42 -7.88078 -3.48664 6.89875
H43 -9.82752 -2.64152 5.60368
H44 -9.46015 -1.40857 3.49483
H45 -7.15899 -1.00425 2.68502
H46 -5.22118 -1.82640 4.00915

Values from the calculation:
Multiplicity   1
Kohn-Sham gap   6.590 eV
E_HOMO   -10.54 eV
Total charge   +1

***

# 2
Computed, not measured: a molecular structure, C53H47AsCrN3S2, with ωB97M-V/def2-TZVPD.

CARTESIAN COORDINATES (ANGSTROEM)
Cr1 -0.38273 0.39058 0.98948
C1 -1.01712 -6.85065 0.50747
C2 -0.46644 -5.42653 0.58050
C3 0.53376 -5.34561 1.74223
C4 0.25674 -5.11470 -0.73771
C5 -1.57189 -4.38895 0.78585
C6 -2.93457 -4.73565 0.80799
C7 -3.94152 -3.79643 0.94014
C8 -3.57985 -2.46035 1.05230
S1 -4.58889 -1.04579 1.15819
C9 -3.19116 -0.05897 1.19140
N1 -2.05379 -0.71154 1.16436
C10 -2.23505 -2.09726 1.06097
C11 -1.23303 -3.05079 0.93114
C12 -3.08285 1.39223 1.18834
C13 -4.14590 2.28739 1.22538
C14 -3.88088 3.64626 1.18653
C15 -2.56584 4.09825 1.10923
C16 -1.50436 3.20086 1.05809
C17 -1.75185 1.83080 1.10068
H1 -0.19245 -7.54703 0.35364
H2 -1.71173 -6.97887 -0.32507
H3 -1.52335 -7.13954 1.43087
H4 1.28808 -6.12718 1.63762
H5 0.03397 -5.48631 2.70270
H6 1.05772 -4.38668 1.76479
H7 1.05858 -5.83672 -0.90355
H8 0.70121 -4.11570 -0.72647
H9 -0.43250 -5.16826 -1.58412
H10 -3.22022 -5.77336 0.71815
H11 -4.97956 -4.10378 0.94734
H12 -0.19127 -2.74581 0.92213
H13 -5.16877 1.93092 1.28191
H14 -4.69592 4.35685 1.21446
H15 -2.36802 5.16290 1.09102
H16 -0.48979 3.58276 0.99384
C18 5.73985 -0.13342 3.00674
C19 4.62679 0.42388 3.62202
C20 3.52128 0.77541 2.85991
C21 3.53665 0.58154 1.47837
C22 4.64732 0.01570 0.86464
C23 5.74595 -0.34370 1.63554
As1 2.02148 1.19276 0.45271
C24 2.52590 0.88590 -1.37563
C25 2.61069 -0.32962 -2.04173
C26 2.91854 -0.33686 -3.39696
C27 3.11459 0.86693 -4.06724
C28 3.02697 2.07749 -3.39302
C29 2.73745 2.09643 -2.03345
C30 2.64092 3.30888 -1.18137
C31 2.87794 4.61136 -1.60265
C32 2.81687 5.65479 -0.69015
C33 2.53696 5.40883 0.64963
C34 2.29172 4.11109 1.08279
C35 2.33680 3.07640 0.16224
H17 6.60623 -0.39961 3.59747
H18 4.62041 0.58598 4.69186
H19 2.66443 1.21786 3.35242
H20 4.67071 -0.13448 -0.20613
H21 6.61172 -0.78515 1.15940
H22 2.46816 -1.26776 -1.51560
H23 3.01594 -1.27671 -3.92525
H24 3.34992 0.86107 -5.12336
H25 3.18984 3.00270 -3.93160
H26 3.13045 4.81740 -2.63546
H27 3.00883 6.66670 -1.02167
H28 2.51561 6.22745 1.35683
H29 2.10275 3.92591 2.13215
N2 -0.10044 -0.06870 3.07659
C36 -0.53224 1.04403 3.92100
C37 -1.63904 0.88932 4.73447
C38 -2.07148 1.96203 5.50368
C39 -1.38794 3.17000 5.46886
C40 -0.27178 3.30866 4.65413
C41 0.15218 2.24573 3.87155
H30 -0.68874 -0.87096 3.29340
H31 0.85062 -0.34122 3.32523
H32 -2.16272 -0.06011 4.77709
H33 -2.94018 1.84697 6.13856
H34 -1.72066 3.99879 6.07929
H35 0.26774 4.24704 4.62588
H36 1.00153 2.35764 3.21325
N3 -0.48237 0.21269 -0.92372
S2 -1.83093 0.20190 -1.86231
C42 -1.48303 1.40477 -3.12615
C43 -0.79892 2.55523 -2.75276
C44 -0.58354 3.53880 -3.70667
C45 -1.05668 3.37125 -5.00151
C46 -1.75495 2.22230 -5.35067
C47 -1.97687 1.22564 -4.41206
C48 -1.80254 -1.33863 -2.72285
C49 -0.74578 -1.67605 -3.56587
C50 -0.69960 -2.95825 -4.08399
C51 -1.69258 -3.88147 -3.75947
C52 -2.74091 -3.52664 -2.92480
C53 -2.80048 -2.24383 -2.39464
H37 0.32497 -0.03950 -1.49248
H38 -0.44067 2.68156 -1.73862
H39 -0.05064 4.44070 -3.43130
H40 -0.88589 4.14121 -5.74240
H41 -2.13317 2.09962 -6.35666
H42 -2.52173 0.33165 -4.68391
H43 0.01586 -0.94838 -3.82479
H44 0.10586 -3.24098 -4.74885
H45 -1.64784 -4.88252 -4.16888
H46 -3.51861 -4.24169 -2.69207
H47 -3.61431 -1.95105 -1.74081

Values from the calculation:
Multiplicity   2
Kohn-Sham gap (alpha / beta)   7.403 / 7.834 eV
E_HOMO (alpha / beta)   -13.29 / -13.29 eV
Total charge   +2

***

# 3
Computed, not measured: a molecular structure, C53H47AsMnN2O4P2S2 in a non-equilibrium geometry, with ωB97M-V/def2-TZVPD.

CARTESIAN COORDINATES (ANGSTROEM)
Mn1 -24.58634 -2.73672 2.14551
O1 -24.38399 -1.59426 3.70012
S1 -24.50483 -1.86617 5.22153
C1 -24.14474 -3.62459 5.62595
C2 -23.31189 -3.80528 6.74641
C3 -22.94791 -5.12051 7.20592
C4 -23.34918 -6.21451 6.43281
C5 -24.19867 -6.02787 5.32232
C6 -24.65171 -4.77425 4.91370
P1 -25.67425 -4.53263 3.47708
C7 -25.45530 -5.99303 2.39560
C8 -24.75276 -5.59193 1.18000
C9 -24.69960 -6.68080 0.13824
C10 -25.17957 -7.94050 0.34362
C11 -25.86168 -8.16305 1.57315
C12 -26.01352 -7.18300 2.64976
C13 -27.38899 -4.70728 3.96412
C14 -27.76274 -4.55700 5.30985
C15 -29.08620 -4.61686 5.73014
C16 -30.04918 -4.85864 4.74133
C17 -29.68023 -5.10717 3.41200
C18 -28.36383 -5.00517 2.99212
C19 -26.23421 -1.65308 5.54411
C20 -26.38495 -1.55463 6.91586
C21 -27.62125 -1.34605 7.47454
C22 -28.72930 -1.30096 6.59475
C23 -28.55175 -1.18311 5.25299
C24 -27.32392 -1.42891 4.66643
P2 -27.35803 -0.81446 2.95844
C25 -29.05390 -0.74720 2.43321
C26 -29.73165 -1.91135 2.09322
C27 -31.02741 -1.87959 1.62584
C28 -31.65567 -0.57549 1.53058
C29 -30.95445 0.61541 1.80629
C30 -29.60158 0.51465 2.23563
C31 -26.37106 0.68013 2.87909
C32 -26.03377 1.11430 1.60778
C33 -25.43484 2.31573 1.45302
C34 -25.12168 3.08206 2.53562
C35 -25.40502 2.69349 3.84937
C36 -26.01848 1.46253 4.05424
H1 -22.97103 -2.86951 7.27308
H2 -22.31252 -5.15470 8.05067
H3 -23.17710 -7.23834 6.83284
H4 -24.57094 -6.86130 4.73376
H5 -23.70900 -5.62150 1.37428
H6 -24.02304 -6.59621 -0.69547
H7 -25.16273 -8.77987 -0.36643
H8 -26.18150 -9.19302 1.81856
H9 -26.52466 -7.44107 3.58462
H10 -27.04226 -4.37285 6.14765
H11 -29.27324 -4.47327 6.77947
H12 -31.07279 -4.99814 4.98195
H13 -30.47222 -5.24958 2.76249
H14 -28.15559 -5.19767 1.96712
H15 -25.49732 -1.60806 7.53369
H16 -27.72814 -1.31739 8.52659
H17 -29.72698 -1.18385 7.03067
H18 -29.43283 -1.02424 4.65218
H19 -29.20039 -2.85148 2.17067
H20 -31.60703 -2.75736 1.41711
H21 -32.70703 -0.59624 1.26570
H22 -31.53765 1.51990 1.67454
H23 -29.07326 1.43730 2.45248
H24 -26.31728 0.58893 0.71121
H25 -25.13124 2.71474 0.50643
H26 -24.63127 4.08765 2.48601
H27 -25.03747 3.25990 4.71159
H28 -26.29627 1.04202 5.02353
O2 -10.26758 -3.20017 6.05095
C37 -10.27846 -2.28962 7.03279
C38 -10.19360 -2.60564 8.41803
C39 -10.57991 -1.68414 9.34041
C40 -11.14053 -0.47625 8.94173
C41 -11.06302 -0.10132 7.51077
C42 -10.64292 -0.98643 6.58403
C43 -10.52345 -0.59898 5.18740
O3 -10.16801 -0.34649 4.17904
N1 -21.59216 -3.51413 2.67397
N2 -22.67951 -3.40960 2.55029
C44 -25.02108 -4.13062 0.73527
C45 -26.38146 -3.75535 0.28082
C46 -26.99749 -4.35190 -0.84007
C47 -28.00248 -3.77462 -1.66745
C48 -28.42156 -2.50599 -1.36173
C49 -27.91563 -1.91172 -0.21962
C50 -26.97728 -2.49124 0.58966
O4 -26.56447 -1.89675 1.81657
H29 -10.39785 -4.07506 6.39987
H30 -9.79448 -3.59416 8.66828
H31 -10.46988 -1.96522 10.36032
H32 -11.62718 0.26388 9.55097
H33 -11.24961 0.94799 7.46953
H34 -24.27789 -3.88724 -0.06160
H35 -26.58199 -5.32877 -1.10064
H36 -28.37888 -4.42873 -2.46649
H37 -29.06647 -1.94708 -1.95913
H38 -28.32348 -0.93295 0.06011
C51 -21.78760 -0.10805 -1.48641
As1 -22.79869 -1.66400 -0.96722
C52 -21.68588 -3.23850 -0.93778
C53 -24.19118 -1.94379 -2.32352
S2 -23.67323 -0.91287 0.84938
H39 -21.90858 0.56606 -0.64822
H40 -22.25574 0.37079 -2.36146
H41 -20.74102 -0.26874 -1.70948
H42 -21.10951 -2.97006 -1.82916
H43 -22.18386 -4.20691 -1.14907
H44 -21.03105 -3.25008 -0.02552
H45 -23.65076 -2.11137 -3.26166
H46 -24.79358 -1.05962 -2.30225
H47 -24.80230 -2.79498 -2.02287

Values from the calculation:
Multiplicity   2
Kohn-Sham gap (alpha / beta)   5.726 / 5.370 eV
E_HOMO (alpha / beta)   -16.10 / -15.75 eV
Total charge   +4

***

# 4
Computed, not measured: a molecular structure, C53H47N9O2PbS, with ωB97M-V/def2-TZVPD.

CARTESIAN COORDINATES (ANGSTROEM)
Pb1 0.05886 -0.23232 0.54207
C1 -0.33477 -3.36674 4.00186
C2 1.03703 -2.76463 3.90572
C3 2.15340 -3.51924 4.24640
C4 3.43360 -2.98446 4.20443
C5 3.59743 -1.66267 3.82810
C6 2.50436 -0.88159 3.46798
C7 2.71467 0.56939 3.11098
C8 1.21646 -1.43852 3.48057
N1 0.14566 -0.66854 2.97642
C9 -0.86547 -0.37219 3.78794
O1 -0.96348 -0.62657 4.99815
C10 -2.01638 0.41558 3.16461
C11 -3.18910 0.55025 3.89790
C12 -4.19985 1.32912 3.36519
C13 -3.99402 1.97702 2.15729
C14 -2.80286 1.77706 1.47762
N2 -1.85402 0.98193 1.97440
C15 -2.48815 2.45855 0.18249
O2 -4.28838 2.43040 -1.51831
N3 -1.27550 2.43765 -0.19915
C16 -1.07759 3.31102 -1.33587
C17 -0.41470 2.63005 -2.50109
C18 -0.95598 1.28588 -2.87619
C19 0.54244 3.24294 -3.20042
C20 1.11203 4.53305 -2.79313
C21 0.65926 5.18666 -1.72501
C22 -0.49126 4.71565 -0.89337
C23 -0.13762 4.86900 0.57825
H1 -0.27247 -4.45223 4.09520
H2 -0.93547 -3.12993 3.12295
H3 -0.86050 -2.95355 4.86509
H4 2.00875 -4.55353 4.54208
H5 4.29338 -3.59665 4.45044
H6 4.59041 -1.22486 3.79563
H7 3.72970 0.73102 2.74150
H8 2.56506 1.20415 3.98875
H9 2.00676 0.91127 2.35768
H10 -3.25724 0.05331 4.85388
H11 -5.13571 1.46351 3.89573
H12 -4.71718 2.67835 1.76781
H13 -0.64442 0.52761 -2.15044
H14 -0.60350 0.97752 -3.86203
H15 -2.04676 1.30558 -2.87219
H16 0.94921 2.75636 -4.08251
H17 1.95429 4.92108 -3.35720
H18 1.14193 6.10709 -1.40262
H19 0.01063 5.93021 0.79665
H20 0.77980 4.32375 0.81868
H21 -0.93269 4.51067 1.22899
C24 -4.78315 1.22538 -1.00804
N4 -3.76391 0.20329 -0.84869
C25 -3.69080 -0.60265 -1.82114
C26 -2.75336 -1.67584 -2.08936
C27 -2.68493 -2.21852 -3.36580
C28 -1.61778 -3.12512 -3.39511
C29 -1.07820 -3.12012 -2.12427
N5 -1.75035 -2.24778 -1.32846
C30 -3.46391 3.31166 -0.68482
C31 -2.45009 3.96382 -1.64888
C32 -1.88251 5.37031 -1.29661
C33 -2.67874 6.16250 -0.31660
C34 -3.82671 5.61786 0.21128
C35 -4.29154 4.31007 0.03957
H22 -5.28943 1.37426 -0.04719
H23 -5.52861 0.90462 -1.74770
H24 -4.38900 -0.48898 -2.66613
H25 -3.34260 -1.94314 -4.17699
H26 -1.26919 -3.71648 -4.22711
H27 -0.27541 -3.71543 -1.72358
H28 -2.81528 3.86440 -2.66840
H29 -1.73171 5.94527 -2.21771
H30 -2.39693 7.18919 -0.10813
H31 -4.44538 6.27076 0.82791
H32 -5.29103 4.03170 0.35462
C36 5.43311 -2.88591 -0.45127
C37 4.90886 -1.64015 -0.10493
C38 3.57342 -1.49333 0.21501
C39 2.68635 -2.58850 0.19418
C40 3.22865 -3.84759 -0.14257
C41 4.57261 -3.98246 -0.45287
N6 1.34920 -2.35467 0.41133
N7 0.61589 -3.46374 0.54929
C42 -0.67347 -3.34442 0.53648
C43 -1.42062 -4.55100 0.87225
C44 -2.68863 -4.46377 1.29838
C45 -3.30552 -3.14871 1.43522
C46 -2.73959 -2.04791 0.92632
C47 -1.45488 -2.10053 0.14935
H33 6.48564 -3.00085 -0.68385
H34 5.55515 -0.76857 -0.08534
H35 3.18297 -0.51691 0.48018
H36 2.56726 -4.70212 -0.16427
H37 4.95850 -4.96505 -0.70639
H38 -0.88461 -5.49429 0.85209
H39 -3.23534 -5.34794 1.60490
H40 -4.23819 -3.06718 1.98454
H41 -3.23761 -1.09189 1.01782
N8 6.06350 -1.93088 -3.51670
C48 5.60427 -0.66300 -3.58206
S1 6.55769 0.57520 -4.11046
C49 4.19417 -0.50918 -3.12616
C50 3.72728 0.69258 -2.61813
C51 2.45933 0.72500 -2.05619
N9 1.64608 -0.32708 -2.03062
C52 2.05913 -1.44947 -2.60585
C53 3.32640 -1.59446 -3.14174
H42 7.05725 -2.02538 -3.65804
H43 5.65097 -2.54108 -2.82149
H44 4.36973 1.56244 -2.59815
H45 2.09103 1.62307 -1.56702
H46 1.37386 -2.28659 -2.57038
H47 3.62068 -2.54914 -3.55544

Values from the calculation:
Multiplicity   1
Kohn-Sham gap   3.748 eV
E_HOMO   -0.40 eV
Total charge   -2